Molecular formula: C64H153N11O11
Method: DFT, the ωB97M-V functional and the def2-TZVPD basis

## Properties
Spin multiplicity: 1
SMILES string: CC1(C)CCCC(C)(C)N1O.CC1(C)CCCC(C)(C)N1O.CC1(C)CCCC(C)(C)N1O.CC1(C)CCCC(C)(C)N1O.COC[C@H](C)N.COC[C@H](C)N.COC[C@H](C)N.COC[C@H](C)N.COC[C@H](C)N.COC[C@H](C)N.COC[C@H](C)N
Lowest unoccupied orbital energy: 0.461 eV
Strongest force on any atom: 3.1 eV Å⁻¹
Orbital gap: 8.04 eV

Element x y z (Å)
C: -18.911229 8.493671 14.994995
O: -30.014674 0.210308 18.558475
H: -23.215945 0.058271 19.826958
H: -20.895129 9.015804 25.057441
H: -20.294889 -2.642281 26.921726
C: -18.479433 1.311710 20.036377
H: -28.581395 1.601247 11.926755
H: -21.177386 -0.269659 23.116083
H: -21.974528 1.245496 16.259936
H: -17.636167 8.897294 13.239198
C: -21.281486 10.152270 22.661334
H: -27.921939 4.172779 14.606867
O: -25.848424 2.698139 15.311909
H: -29.149684 3.703796 13.493977
C: -25.321536 0.772046 12.206784
C: -22.979955 -4.127416 22.556933
C: -25.060531 1.209221 13.679620
H: -24.753824 3.464571 19.819341
N: -25.976580 3.983525 18.102307
O: -22.512008 -4.856488 25.399136
H: -28.411387 1.270846 17.723319
H: -23.501695 -4.996613 22.965300
H: -21.833475 -2.231307 27.793244
C: -22.181551 -2.700701 18.080707
N: -19.724921 7.398366 15.477034
C: -21.668579 -1.162697 23.505068
H: -22.791763 -4.342578 21.503879
H: -26.195243 8.433645 23.513194
C: -17.815657 8.697502 16.065820
C: -22.377194 10.079623 23.738551
H: -19.829788 2.616583 25.748295
H: -26.802422 6.019994 19.638343
H: -25.886717 7.248985 22.275484
H: -26.361828 -1.675883 22.121339
H: -23.213227 11.470816 25.243991
H: -27.295470 2.561001 11.306602
H: -20.517751 -2.765167 19.502627
C: -27.529924 1.841074 12.093101
H: -24.022414 -2.622286 18.757779
C: -21.371790 -2.798982 26.981097
H: -27.548747 4.305567 12.916009
O: -24.877879 5.051417 15.607343
H: -17.175613 7.820531 15.933630
O: -19.845196 -2.447287 17.483475
H: -22.733109 -0.890429 17.235824
C: -18.524755 4.842859 26.002794
C: -25.281490 -0.016896 14.637435
C: -19.855677 3.265338 24.867057
H: -17.887446 -2.015789 17.081038
H: -21.153382 -5.840126 23.651057
H: -18.995957 10.591652 14.495029
C: -26.017859 5.407006 17.709345
H: -26.807866 0.298617 10.714548
H: -23.386083 2.359652 14.510210
C: -20.047646 7.143588 16.877316
C: -26.976984 -0.494849 23.806391
H: -26.151864 -0.001557 21.871903
H: -19.175123 5.052132 17.031547
C: -18.192048 2.767256 19.900898
H: -20.066031 -2.501651 22.937605
H: -18.337322 6.815563 18.195800
C: -19.703990 9.798693 14.736315
N: -27.532254 -1.792152 24.315955
H: -22.027788 4.034083 22.253161
H: -29.805176 -1.627739 17.704658
C: -26.732015 0.542338 11.774326
H: -23.760511 6.370582 14.536129
H: -29.493115 1.516270 20.628706
H: -26.172427 3.444525 17.266034
H: -28.178558 0.783188 25.037025
H: -26.677932 3.774918 18.803748
C: -17.340890 0.581694 20.701378
C: -28.939672 1.932436 19.783478
C: -27.899146 0.717101 23.979520
O: -27.210093 1.919156 23.618318
H: -24.013008 5.646054 17.384065
H: -25.481011 3.606316 15.267414
C: -23.111370 2.239453 20.005933
H: -21.233827 2.027631 23.756925
H: -20.355812 9.531506 13.903058
C: -28.777360 0.871100 18.672664
H: -28.474467 -1.696696 23.948402
H: -18.062303 3.218713 20.893017
H: -24.822695 0.821938 19.988218
H: -25.950106 -0.349467 24.139184
H: -25.578319 3.116109 24.156434
H: -17.125024 9.504781 15.806025
H: -29.713554 3.847005 20.045248
H: -28.626589 1.726339 15.349256
H: -17.242811 2.907647 19.383831
H: -28.895049 3.653481 18.534846
H: -23.871523 0.632114 21.359449
C: -28.240906 1.292889 14.424540
H: -23.763331 -1.201846 26.389440
H: -28.064916 0.101626 18.995586
H: -24.845914 11.216351 22.937632
C: -23.581379 -2.138693 25.862703
C: -18.297749 8.926912 17.500991
C: -27.378242 2.301917 13.595832
H: -29.949566 -0.330511 16.512243
H: -25.786941 -0.787031 14.059993
H: -18.544264 4.362416 26.987131
C: -23.403903 7.561808 21.770723
H: -20.744689 2.486589 16.789198
C: -29.592135 3.155113 19.207401
C: -21.973734 9.037148 24.897151
H: -21.654541 10.399115 21.668129
H: -23.940540 -2.984365 26.450825
C: -21.131001 1.474777 16.913642
H: -28.783226 0.678801 23.344631
H: -20.454553 6.131768 14.261762
H: -17.687849 4.380364 25.470561
H: -22.229981 7.355231 16.629075
H: -17.696198 9.233364 18.359015
C: -23.783411 7.452036 24.220888
H: -23.500652 6.475816 21.705027
C: -24.054329 8.261042 22.975679
C: -21.437393 7.756884 17.259144
N: -23.700618 9.675522 23.233027
H: -24.975923 6.031725 19.483546
H: -30.560680 2.823915 18.835222
N: -22.321050 3.185615 24.781092
O: -24.322881 10.620962 22.392195
H: -18.098577 -2.902194 18.618924
C: -22.313966 7.547875 24.567994
H: -20.862222 5.262143 16.347095
H: -21.362012 8.819088 17.012677
H: -27.741552 2.989762 21.061119
O: -17.329404 0.818434 22.065359
H: -24.097037 6.410063 24.107988
H: -27.684284 0.397348 14.692368
H: -29.128790 0.942612 13.895653
N: -23.970528 3.300329 20.446463
H: -20.339680 10.172171 15.538710
H: -20.275183 -1.292289 25.160543
H: -19.002193 9.764731 17.483976
H: -20.373704 0.711534 16.742391
H: -25.036153 1.620162 11.570940
H: -22.506957 9.173539 25.838347
H: -21.951810 -1.991429 16.053528
H: -17.421973 -0.488884 20.475611
C: -20.701548 -4.920331 23.285067
H: -18.663959 -0.657420 22.586112
C: -23.774387 0.860222 20.295444
H: -27.824813 -0.807514 21.818477
H: -26.746900 2.789806 25.439614
H: -17.581385 7.230889 13.878572
C: -23.844348 5.291155 14.714353
C: -20.765043 -2.265793 18.562102
C: -28.071532 3.680348 13.642277
H: -22.923050 0.814993 13.934664
H: -20.738267 9.207858 22.564389
H: -23.529388 4.213724 20.450271
H: -21.454146 -3.801441 27.406952
H: -24.374054 7.703162 25.106779
N: -27.621676 2.330532 20.297797
C: -24.909438 5.855007 16.787183
H: -19.785679 0.004831 20.601076
C: -21.151935 -2.458292 22.821776
H: -23.744803 -3.347698 22.543567
H: -23.684379 7.931259 20.784832
H: -18.489527 -1.135924 18.340990
O: -20.747310 6.990941 14.582558
H: -22.334821 7.673313 21.965249
H: -20.276104 -5.110401 22.295727
H: -23.470971 -4.911215 25.297029
N: -22.018578 -3.689755 24.791217
H: -18.943501 3.037332 24.304611
C: -22.464835 11.424433 24.447523
H: -24.058589 -2.077180 24.884573
H: -21.669735 7.748544 18.323406
H: -22.345053 3.327814 18.373068
H: -25.998078 7.281428 18.899213
H: -22.841997 12.271278 23.867088
H: -21.696628 7.248492 23.719003
H: -22.320632 4.125322 25.159647
N: -25.961605 2.338712 13.973322
H: -22.845082 5.075624 15.105043
H: -23.459479 2.279546 17.784985
H: -23.550973 -2.427383 16.545325
C: -25.938678 6.192632 18.994773
H: -18.995337 7.836349 12.958174
C: -22.648071 -1.921831 16.891975
C: -26.226733 2.354657 24.581984
H: -21.846830 -0.436890 25.557543
H: -20.786917 -1.194351 18.797050
H: -20.593888 5.369778 18.012597
C: -23.607572 1.637683 13.720278
H: -25.707575 1.469643 24.948978
C: -17.724380 -0.223054 22.931266
H: -18.356167 5.907173 26.153733
H: -18.977053 3.447573 19.563686
O: -19.721645 4.612114 25.314441
H: -27.225695 1.555522 20.820978
H: -22.019060 -3.752841 17.833226
C: -18.531537 -2.156865 17.952322
C: -25.575734 8.234725 22.638163
C: -22.681362 2.296663 18.557770
C: -21.709196 -3.805760 23.354966
C: -18.984139 7.644756 17.907837
C: -21.066285 3.074452 24.020500
H: -23.086001 2.973913 24.158019
H: -27.562729 -1.747021 25.328701
N: -19.819670 1.019303 20.560011
H: -20.428737 1.276855 19.786103
H: -24.523376 0.090339 11.903045
H: -23.193112 2.095929 12.819717
H: -22.056891 6.831269 25.349373
H: -17.002831 -1.048305 22.871370
H: -25.824785 0.294309 15.529616
H: -16.415413 0.855565 20.186496
H: -24.311771 -0.252876 15.074208
H: -21.505224 11.723006 24.868040
H: -23.029189 -1.469350 19.288203
H: -22.191929 2.252537 20.596091
H: -21.361243 -2.384014 21.753334
H: -18.363522 1.005392 18.983325
C: -21.356184 -1.254955 25.031580
H: -21.129062 5.135895 23.340514
H: -20.344582 4.058073 22.191380
H: -26.985280 5.697596 17.282045
C: -26.852113 -0.716642 22.304764
H: -25.865453 8.784672 21.742962
C: -18.221031 8.091495 13.682194
H: -19.486891 7.890731 18.847842
H: -24.114324 4.829099 13.766554
C: -21.165568 4.135408 22.912767
C: -30.270990 -0.658286 17.507581
H: -17.619117 0.123584 23.956456
H: -20.468001 10.828450 22.930221
N: -23.109182 -2.472562 19.173181
H: -24.941135 6.927632 16.589738
H: -19.827669 -4.644819 23.877507
C: -20.110226 5.608360 17.060428
H: -31.349469 -0.737034 17.367159
H: -27.226629 -0.270038 12.315122
H: -22.744656 -1.016958 23.395616
O: -21.680836 1.319824 18.254185
C: -22.080490 -2.511258 25.640581

Cartesian forces (eV/Å) of the 2 atoms listed first:
C 0.030 1.303 0.879
O -1.021 1.077 0.275